(1)
{
  "formula": "C28H32N4O4",
  "method": "ωB97M-V/def2-TZVPD",
  "e_tot_ev": -43707.264,
  "smiles": "CC(C)c1ccc([C@H](C(=O)NC2CCCC2)N(C(=O)CNC(=O)c2ccco2)c2cccnc2)cc1",
  "homo_ev": -8.86,
  "total_charge": 0,
  "species": ["C", "C", "C", "C", "C", "C", "C", "C", "C", "O", "N", "C", "C", "C", "C", "C", "N", "C", "O", "C", "N", "C", "O", "C", "C", "C", "C", "O", "C", "C", "C", "C", "N", "C", "C", "C", "H", "H", "H", "H", "H", "H", "H", "H", "H", "H", "H", "H", "H", "H", "H", "H", "H", "H", "H", "H", "H", "H", "H", "H", "H", "H", "H", "H", "H", "H", "H", "H"],
  "positions_angstrom": [[4.30884, 2.47542, 0.13471], [3.54008, 2.76938, -1.15525], [4.41138, 2.48615, -2.38092], [2.26367, 1.96790, -1.21604], [1.03315, 2.59798, -1.33620], [-0.14586, 1.87410, -1.38062], [-0.12115, 0.49057, -1.29934], [-1.37145, -0.35945, -1.33868], [-2.70114, 0.42470, -1.26943], [-3.50698, 0.36544, -2.17695], [-2.86161, 1.12233, -0.14195], [-4.05329, 1.87268, 0.17929], [-3.69848, 3.31214, 0.55965], [-3.22107, 3.22236, 2.01611], [-3.81175, 1.91483, 2.58012], [-4.69106, 1.33958, 1.46479], [-1.32365, -1.39307, -0.29227], [-0.94375, -1.08384, 0.96363], [-0.80488, 0.06574, 1.36024], [-0.49242, -2.23619, 1.86572], [0.94503, -2.10638, 1.97265], [1.74904, -2.62829, 1.00919], [1.36447, -3.43281, 0.17879], [3.13664, -2.14944, 1.06504], [4.20514, -2.46544, 0.26459], [5.28124, -1.67104, 0.71374], [4.79207, -0.93035, 1.74872], [3.50196, -1.20868, 1.96939], [-1.74940, -2.69002, -0.65894], [-1.15156, -3.39117, -1.70012], [-1.63249, -4.65160, -2.00755], [-2.69104, -5.15812, -1.26813], [-3.26440, -4.49460, -0.27869], [-2.81031, -3.29365, 0.01551], [1.11200, -0.14791, -1.21274], [2.28403, 0.57910, -1.16701], [4.64690, 1.44189, 0.15657], [3.67379, 2.64858, 1.00094], [5.18064, 3.12205, 0.20838], [3.27612, 3.83276, -1.16134], [5.30687, 3.10333, -2.35751], [3.86267, 2.70550, -3.29415], [4.71356, 1.44198, -2.40506], [0.99133, 3.67668, -1.39294], [-1.08557, 2.39374, -1.48621], [-1.40058, -0.89242, -2.29666], [-2.12180, 1.09576, 0.55366], [-4.71450, 1.80592, -0.68801], [-4.59494, 3.92805, 0.48673], [-2.94132, 3.73295, -0.09988], [-2.13264, 3.19222, 2.05850], [-3.54964, 4.08961, 2.58731], [-3.00980, 1.21722, 2.82224], [-4.38624, 2.08745, 3.48907], [-5.70910, 1.72176, 1.54190], [-4.73032, 0.25126, 1.48028], [-0.93687, -2.13299, 2.85701], [-0.70825, -3.21751, 1.44531], [1.28858, -1.31439, 2.49640], [4.20220, -3.17607, -0.53561], [6.27737, -1.65100, 0.32197], [5.25128, -0.19819, 2.38389], [-0.31685, -2.97095, -2.23976], [-1.18748, -5.23085, -2.80081], [-3.10171, -6.13762, -1.47111], [-3.30669, -2.77976, 0.82964], [1.15803, -1.22675, -1.17556], [3.22397, 0.05143, -1.09627]],
  "atomic_forces_ev_per_a": [[-0.1, 0.2, -0.1], [0.2, -0.1, 0.0], [-0.1, 0.2, 0.1], [-0.1, 0.2, 0.0], [0.1, 0.0, 0.0], [-0.1, -0.2, -0.1], [0.1, 0.1, -0.1], [-0.1, 0.3, -0.2], [0.4, -0.3, -0.1], [-0.2, 0.0, -0.3], [0.0, 0.3, 0.5], [-0.4, 0.1, -0.2], [0.0, 0.0, -0.1], [0.0, 0.1, 0.1], [-0.1, -0.1, 0.1], [0.0, 0.0, -0.1], [0.0, 0.0, -0.4], [0.1, -0.2, 0.5], [0.0, 0.0, 0.2], [0.0, -0.1, -0.1], [0.0, 0.1, 0.2], [-0.1, 0.1, 0.4], [0.1, 0.0, -0.2], [0.7, -0.5, -1.0], [-0.8, 0.1, 0.4], [-0.1, 0.4, 0.4], [0.7, -0.1, -0.4], [-0.4, 0.0, 0.2], [-0.3, -0.6, -0.1], [-0.2, 0.0, 0.2], [0.0, 0.1, 0.0], [0.1, -0.1, -0.2], [-0.4, -0.3, 0.3], [0.3, 0.4, -0.2], [-0.1, 0.1, 0.0], [0.0, 0.0, 0.0], [0.0, -0.1, 0.0], [0.0, 0.0, 0.1], [0.1, 0.0, 0.0], [0.0, -0.1, 0.0], [0.1, 0.0, 0.0], [0.0, 0.0, -0.1], [0.1, -0.1, 0.0], [0.0, 0.1, 0.0], [-0.1, 0.1, 0.0], [-0.1, 0.1, 0.3], [0.1, -0.2, -0.2], [0.1, 0.0, 0.1], [0.0, 0.0, 0.0], [0.0, 0.1, -0.1], [0.1, 0.1, 0.0], [0.1, 0.0, 0.0], [0.0, 0.0, 0.1], [0.1, -0.1, 0.1], [-0.1, 0.0, 0.0], [-0.1, 0.0, 0.0], [0.0, 0.0, -0.2], [0.0, 0.1, 0.2], [0.0, 0.0, -0.1], [-0.1, -0.2, -0.2], [0.2, 0.1, 0.0], [0.0, 0.1, 0.1], [0.1, 0.1, 0.0], [0.0, -0.1, -0.1], [0.0, -0.1, -0.1], [0.0, 0.2, 0.1], [0.0, -0.2, 0.0], [0.1, -0.1, 0.0]],
  "lowdin_charge": [-0.062, -0.385, -0.063, -0.208, -0.011, -0.011, -0.164, -0.104, -0.446, 0.075, 0.123, -0.298, -0.136, -0.175, -0.181, -0.135, 0.062, -0.401, 0.061, -0.058, 0.106, -0.438, 0.078, -0.196, 0.010, -0.048, -0.114, 0.051, -0.207, 0.004, -0.038, -0.142, 0.073, -0.083, -0.010, -0.011, 0.054, 0.085, 0.078, 0.131, 0.076, 0.082, 0.075, 0.113, 0.110, 0.158, 0.107, 0.147, 0.113, 0.106, 0.103, 0.101, 0.093, 0.102, 0.115, 0.110, 0.137, 0.116, 0.144, 0.122, 0.106, 0.128, 0.120, 0.106, 0.105, 0.125, 0.104, 0.107]
}

(2)
{
  "formula": "C6H10O",
  "method": "ωB97M-V/def2-TZVPD",
  "e_tot_ev": -8430.477,
  "smiles": "CC(C)=C/C=C/O",
  "homo_ev": -7.73,
  "total_charge": 0,
  "species": ["C", "C", "C", "C", "C", "C", "O", "H", "H", "H", "H", "H", "H", "H", "H", "H", "H"],
  "positions_angstrom": [[2.33696, 0.35913, -1.67208], [1.21520, 0.56284, -0.67749], [1.34304, 1.73788, 0.26040], [0.22020, -0.32500, -0.58860], [-0.86691, -0.25044, 0.37517], [-1.71328, -1.21605, 0.69262], [-2.70790, -1.00694, 1.60646], [2.03123, 0.71004, -2.65545], [3.23320, 0.91755, -1.38185], [2.60583, -0.68922, -1.75265], [2.11166, 2.44004, -0.04913], [1.62902, 1.39654, 1.26481], [0.41960, 2.30605, 0.34957], [0.24971, -1.18450, -1.25645], [-1.04468, 0.71469, 0.83709], [-1.63955, -2.21078, 0.26488], [-3.25027, -1.80557, 1.69904]],
  "atomic_forces_ev_per_a": [[-0.1, 0.2, 0.2], [0.3, -0.1, 0.1], [0.0, 0.0, 0.2], [0.2, -0.2, 0.0], [-0.1, 0.7, -0.1], [0.1, -0.3, -0.1], [-0.3, -0.4, 0.1], [0.1, 0.1, -0.2], [-0.1, -0.1, 0.0], [0.0, -0.2, -0.1], [0.1, 0.0, -0.2], [-0.1, 0.0, -0.1], [-0.1, 0.0, 0.1], [-0.1, 0.0, 0.1], [0.1, 0.0, 0.2], [-0.1, 0.0, 0.0], [0.3, 0.4, -0.1]],
  "lowdin_charge": [-0.070, -0.339, -0.070, -0.102, -0.100, -0.206, -0.005, 0.077, 0.072, 0.071, 0.066, 0.091, 0.071, 0.113, 0.109, 0.119, 0.101]
}

(3)
{
  "formula": "C5H5NO",
  "method": "ωB97M-V/def2-TZVPD",
  "e_tot_ev": -8798.016,
  "homo_ev": [-9.04, -9.04],
  "total_charge": 0,
  "species": ["O", "C", "C", "C", "C", "C", "N", "H", "H", "H", "H", "H"],
  "positions_angstrom": [[-1.54278, -1.20332, 0.54540], [-0.69881, -1.43911, -0.27288], [-0.12448, -2.64050, -1.01148], [0.19973, -1.80865, -2.07331], [0.30653, -0.79137, -1.11223], [0.17494, 2.36530, 1.62868], [0.25789, 1.18697, 1.17269], [0.53355, -1.95025, -3.09258], [1.15893, -0.18448, -0.80963], [-0.68560, 2.76447, 2.17907], [1.01043, 3.05289, 1.47456], [-0.59033, 0.64806, 1.37170]],
  "atomic_forces_ev_per_a": [[0.4, -0.1, -0.5], [-0.4, 0.1, 0.5], [0.0, -0.1, -0.1], [0.1, -0.1, 0.0], [0.2, 0.1, 0.0], [0.1, -0.1, -0.1], [-0.1, 0.4, 0.2], [-0.1, 0.0, 0.2], [-0.1, -0.1, -0.1], [0.1, -0.1, -0.1], [-0.1, -0.1, 0.0], [0.1, 0.1, 0.0]],
  "lowdin_charge": [0.086, -0.450, 0.135, -0.052, 0.005, -0.123, 0.033, 0.111, 0.104, 0.066, 0.056, 0.029]
}

(4)
{
  "formula": "C4H9O2",
  "method": "ωB97M-V/def2-TZVPD",
  "e_tot_ev": -8374.868,
  "homo_ev": [-14.20, -14.95],
  "total_charge": 1,
  "species": ["C", "C", "C", "C", "O", "O", "H", "H", "H", "H", "H", "H", "H", "H", "H"],
  "positions_angstrom": [[-1.49706, 0.68742, 0.17182], [-0.35290, 0.55409, -0.91872], [0.32251, -1.60817, -0.22170], [1.58147, 0.22998, 0.67469], [-1.79211, -0.54595, 0.44913], [0.74906, -0.32870, -0.38678], [-1.49030, 1.22704, 1.10643], [-2.31396, 1.05715, -0.40749], [-0.70162, 0.01418, -1.80112], [-0.09704, 1.57397, -1.22629], [0.34082, -1.93806, 0.75510], [0.08302, -2.05841, -1.20759], [2.49255, -0.34637, 0.74277], [1.51569, 1.31957, 0.67172], [1.15986, 0.16225, 1.59801]],
  "atomic_forces_ev_per_a": [[1.0, -0.1, -0.9], [-1.4, 1.7, 0.4], [-1.3, -0.2, -2.4], [0.6, 1.0, -0.5], [-0.4, -4.3, 0.5], [0.2, 2.3, -0.2], [1.3, 1.3, 0.1], [-0.8, 0.9, -1.0], [-0.2, -0.1, 0.4], [1.3, -0.4, 0.1], [0.2, -1.1, 1.6], [0.0, -0.1, 1.3], [0.5, 0.5, -0.7], [1.1, 0.0, -1.4], [-2.1, -1.4, 2.6]],
  "lowdin_charge": [-0.282, 0.024, 0.170, 0.086, 0.017, -0.213, 0.135, 0.144, 0.151, 0.153, 0.102, 0.153, 0.138, 0.140, 0.083]
}

(5)
{
  "formula": "C2H2N2OS2",
  "method": "ωB97M-V/def2-TZVPD",
  "e_tot_ev": -28803.455,
  "smiles": "O=C1SN=CNS1",
  "homo_ev": -9.05,
  "total_charge": 0,
  "species": ["O", "C", "S", "N", "C", "N", "S", "H", "H"],
  "positions_angstrom": [[0.06909, 0.34686, 2.94518], [0.10417, 0.26448, 1.74857], [1.40082, 0.95541, 0.78385], [0.98818, 0.96342, -0.86621], [0.17469, 0.09202, -1.31880], [-0.52453, -0.81083, -0.57808], [-1.31185, -0.33890, 0.85808], [0.04624, 0.04385, -2.40598], [-0.94680, -1.51631, -1.16661]],
  "atomic_forces_ev_per_a": [[0.2, 0.0, -0.3], [-0.4, 0.1, 0.4], [0.4, 0.1, -0.2], [-0.4, -0.2, 0.3], [0.6, 0.8, -0.4], [0.1, -0.4, -0.7], [-0.3, -0.2, 0.0], [0.1, 0.0, 0.3], [-0.4, -0.1, 0.7]],
  "lowdin_charge": [-0.046, -1.054, 0.958, -0.298, -0.407, -0.347, 0.974, 0.127, 0.092]
}

(6)
{
  "formula": "H4N2O2S",
  "method": "ωB97M-V/def2-TZVPD",
  "e_tot_ev": -17971.236,
  "homo_ev": [-11.32, -9.81],
  "total_charge": 0,
  "species": ["N", "N", "O", "O", "S", "H", "H", "H", "H"],
  "positions_angstrom": [[1.90005, -1.08567, -0.00291], [-0.22267, 1.31822, -0.08757], [-2.14929, -0.09172, -1.04047], [-1.57936, -0.00370, 1.44053], [-1.20510, -0.04046, 0.04430], [1.59249, -1.94290, -0.44328], [1.06716, -0.96985, 0.66082], [-0.06284, 1.83079, -0.95438], [0.65957, 0.98528, 0.38296]],
  "atomic_forces_ev_per_a": [[-1.5, 0.6, 1.2], [1.2, -0.7, 0.8], [-0.2, 0.2, 0.0], [-0.2, -0.6, -0.1], [0.2, 0.9, 0.0], [0.1, -0.7, -0.5], [1.4, -0.2, -0.6], [-0.2, -0.7, 0.0], [-0.9, 1.2, -0.8]],
  "lowdin_charge": [0.082, -0.121, -0.348, -0.348, 0.681, -0.029, -0.043, 0.077, 0.049]
}

(7)
{
  "formula": "C11H26CoN4OS",
  "method": "ωB97M-V/def2-TZVPD",
  "s_squared": 6.04,
  "e_tot_ev": -68271.062,
  "spin_multiplicity": 5,
  "homo_ev": [-19.04, -19.42],
  "total_charge": 3,
  "species": ["Co", "C", "C", "N", "C", "C", "S", "C", "C", "N", "H", "H", "H", "H", "H", "H", "H", "H", "H", "H", "H", "H", "H", "H", "C", "N", "C", "C", "O", "N", "C", "C", "H", "H", "H", "H", "H", "H", "H", "H", "H", "H", "H", "H"],
  "positions_angstrom": [[0.24485, -0.57772, 0.25538], [2.20018, -2.33458, 1.48825], [1.14407, -2.18601, 2.58360], [0.28284, -1.00281, 2.32163], [-1.12572, -1.15111, 2.76494], [-1.86023, -2.27277, 2.02630], [-1.47366, -2.32352, 0.23600], [-0.33041, -3.75284, 0.08819], [1.02537, -3.36690, -0.49478], [1.63160, -2.15525, 0.11949], [2.96736, -1.57090, 1.62365], [2.68870, -3.30699, 1.57663], [0.51972, -3.07132, 2.64298], [1.64173, -2.09143, 3.54885], [0.68015, -0.20700, 2.81376], [-1.18075, -1.33935, 3.84015], [-1.62992, -0.20254, 2.57243], [-1.65004, -3.26042, 2.43046], [-2.93436, -2.11691, 2.10698], [-0.24605, -4.21921, 1.06534], [-0.81091, -4.47009, -0.57468], [1.70127, -4.21924, -0.38926], [0.91574, -3.17108, -1.56205], [2.42192, -1.91782, -0.47548], [-0.58872, 0.43046, -2.68126], [-0.59998, 1.85214, -2.35918], [-1.11420, 2.73790, -3.40327], [-0.18273, 2.18770, -1.10709], [0.08508, 1.28513, -0.25853], [-0.01756, 3.49445, -0.70923], [0.46660, 3.75156, 0.63970], [-0.24390, 4.71894, -1.45256], [-0.80192, 0.28905, -3.73512], [-1.35986, -0.09381, -2.10578], [0.39577, 0.00164, -2.47214], [-1.51049, 2.13804, -4.21562], [-0.31831, 3.35861, -3.82509], [-1.92411, 3.36646, -3.03229], [0.68005, 2.84035, 1.17594], [-0.28043, 4.33709, 1.18598], [1.36651, 4.37117, 0.58345], [-0.57132, 4.58661, -2.46772], [0.67978, 5.30815, -1.45158], [-0.98371, 5.32617, -0.91734]],
  "atomic_forces_ev_per_a": [[-0.1, -1.3, 0.7], [-0.1, 0.0, 0.2], [0.2, -0.1, -0.2], [0.0, 0.5, -0.2], [-0.1, -0.1, 0.1], [0.1, 0.2, 0.0], [-0.1, 0.1, -0.1], [0.1, 0.2, -0.1], [-0.1, -0.1, 0.1], [0.2, 0.3, -0.2], [0.0, 0.0, -0.1], [0.0, 0.0, 0.0], [-0.1, 0.0, 0.0], [0.0, 0.0, 0.0], [0.0, 0.0, 0.2], [0.0, 0.0, 0.0], [0.0, 0.0, 0.0], [0.0, 0.0, 0.0], [0.0, 0.0, 0.0], [0.0, 0.0, 0.0], [0.0, 0.0, 0.0], [0.0, 0.0, 0.0], [0.0, 0.0, 0.0], [0.0, 0.0, 0.0], [0.0, -0.4, 0.0], [0.2, 0.4, 0.5], [-0.2, 0.2, -0.5], [-0.1, -1.1, -0.1], [-0.1, 0.6, -0.6], [0.0, 0.4, 0.1], [0.2, 0.0, 0.4], [0.0, 0.5, -0.3], [0.0, 0.1, 0.0], [0.0, 0.1, 0.0], [0.0, 0.1, 0.1], [0.0, -0.1, 0.1], [0.0, -0.2, 0.0], [0.0, -0.1, 0.0], [0.0, -0.1, -0.1], [-0.1, 0.0, -0.1], [0.0, 0.0, -0.1], [0.1, 0.1, 0.2], [0.1, -0.1, 0.1], [0.0, -0.1, 0.1]],
  "lowdin_charge": [0.736, -0.133, -0.140, -0.131, -0.214, -0.370, 0.972, -0.365, -0.213, -0.138, 0.137, 0.146, 0.108, 0.150, 0.142, 0.147, 0.127, 0.094, 0.100, 0.086, 0.103, 0.145, 0.130, 0.138, 0.029, 0.004, 0.028, -0.345, -0.080, 0.033, 0.056, 0.047, 0.122, 0.109, 0.113, 0.120, 0.132, 0.127, 0.096, 0.146, 0.143, 0.064, 0.149, 0.153]
}

(8)
{
  "formula": "C2H2FN3O2",
  "method": "ωB97M-V/def2-TZVPD",
  "e_tot_ev": -13384.045,
  "smiles": "O/N=c1\\o[nH]nc1F",
  "homo_ev": -9.52,
  "total_charge": 0,
  "species": ["O", "N", "C", "O", "N", "N", "C", "F", "H", "H"],
  "positions_angstrom": [[-2.41238, -0.19912, 0.13887], [-1.25973, -0.98701, -0.15162], [-0.19965, -0.33514, -0.22568], [-0.26307, 1.05231, -0.05550], [1.18128, 1.45697, -0.14664], [1.93519, 0.29793, 0.04414], [1.19880, -0.67002, -0.25002], [1.71762, -1.84182, 0.09223], [-3.19514, -0.70756, -0.16575], [1.29707, 1.93348, 0.71999]],
  "atomic_forces_ev_per_a": [[0.8, -0.2, -0.5], [-1.8, -1.9, -0.3], [-1.9, 3.1, 0.5], [2.2, -0.8, -0.7], [-0.6, -0.7, 0.0], [-0.3, 2.0, -1.3], [1.2, -1.5, 2.4], [-0.8, -0.8, -1.1], [1.1, -0.1, 0.2], [0.1, 0.9, 0.7]],
  "lowdin_charge": [-0.038, 0.073, -0.296, 0.009, 0.049, 0.152, -0.299, 0.123, 0.112, 0.115]
}

Number 1: largest force on an atom 0.0255 Eh/bohr. Number 2: largest force on an atom 0.0142 Eh/bohr. Number 3: largest force on an atom 0.0130 Eh/bohr. Number 4: largest force on an atom 0.0845 Eh/bohr. Number 5: largest force on an atom 0.0216 Eh/bohr. Number 6: largest force on an atom 0.0392 Eh/bohr. Number 7: largest force on an atom 0.0294 Eh/bohr. Number 8: largest force on an atom 0.0713 Eh/bohr.